[1]
124
Properties=species:S:1:pos:R:3:mulliken_charge:R:1 method="wB97M-V/def2-TZVPD" e_homo_ha=-0.328 gap_ev=7.805 total_charge=0 smiles="O=[N+]([O-])c1ccccc1.O=[N+]([O-])c1ccccc1.CN(C)C=O.CN(C)C=O.CN(C)C=O.CN(C)C=O.CN(C)C=O.CN(C)C=O.CN(C)C=O.CN(C)C=O" relative_energy_ev=18.690 energy_ev=-77847.384
O 1.9180 5.6517 3.7240 -0.599
N 1.8687 5.4921 2.5265 1.027
O 1.3797 6.3049 1.7688 -0.596
C 2.7797 4.4457 1.9293 -0.286
C 2.6627 4.2629 0.4435 -0.761
C 3.5003 3.1187 -0.3082 0.008
C 4.5272 2.3102 0.6663 -0.084
C 4.6583 2.5800 2.0967 -1.452
C 3.6060 3.5834 2.7924 -0.528
H 2.0557 4.7528 -0.1445 0.922
H 3.4862 3.0556 -1.4867 0.260
H 5.1738 1.5435 0.2305 0.215
H 5.2249 2.0652 2.5134 1.090
H 3.7960 3.8405 3.7733 0.842
O 6.7832 -1.3556 -1.7816 -0.554
N 6.7314 -0.2558 -2.4073 0.934
O 7.5944 0.3806 -3.0094 -0.563
C 5.3131 0.2711 -2.5389 0.255
C 4.1859 -0.4094 -1.7338 -0.591
C 2.7179 0.0790 -1.9407 1.287
C 2.4374 1.2456 -2.9530 -1.674
C 3.4933 1.7475 -3.8341 -1.156
C 4.9121 1.2146 -3.6402 -0.732
H 4.4641 -1.2833 -1.0830 0.419
H 1.6965 -0.4182 -1.5318 -0.292
H 1.5176 1.5468 -2.9491 1.703
H 3.2670 2.5770 -4.4062 0.580
H 5.3908 1.4495 -4.5580 0.459
C -4.9929 -0.0518 3.8723 -0.903
N -5.3205 0.1787 2.4736 0.276
C -5.2418 -0.9667 1.6525 -0.921
C -5.7092 1.4194 1.9993 0.021
O -5.9439 1.5763 0.7167 -0.633
H -3.8952 0.1399 3.9718 0.323
H -5.1163 -1.0032 4.4030 0.363
H -5.2467 0.8629 4.5200 0.302
H -4.4092 -1.0619 1.0046 0.256
H -6.2574 -1.0128 1.1508 0.312
H -5.1474 -1.9153 2.3039 0.275
H -5.5959 2.1189 2.7589 0.360
C -1.6178 1.6279 1.3791 -3.991
N -0.5864 0.8282 0.6442 1.723
C 0.8144 1.3925 0.6789 1.276
C -0.8711 -0.4075 0.2112 0.161
O -0.0639 -1.2044 -0.2851 -0.242
H -2.3908 1.7616 0.8502 1.491
H -1.3229 2.4581 1.8116 0.780
H -1.9833 1.0431 2.1355 1.235
H 1.1866 1.4437 1.6089 -0.943
H 1.0154 2.4412 0.1968 -0.396
H 1.5680 0.6280 0.2256 -0.570
H -1.9700 -0.5738 0.6209 -0.476
C 2.4646 0.7533 4.1536 -0.690
N 1.2274 1.4323 4.6466 0.245
C 1.4958 2.4942 5.6310 -0.882
C 0.0102 1.1503 4.1965 -0.347
O -0.9946 1.6835 4.6896 -0.714
H 2.4386 0.8088 2.9982 -0.122
H 2.4133 -0.2642 4.4984 0.452
H 3.4040 1.2248 4.3608 0.392
H 0.8955 2.0402 6.6053 0.279
H 1.1934 3.5085 5.3250 0.292
H 2.5933 2.6640 5.8685 0.288
H 0.0589 0.4457 3.4771 0.744
C 0.5927 -3.7254 3.3665 -1.225
N 1.8645 -3.1591 3.0150 0.318
C 2.8517 -3.3943 4.0979 -0.978
C 2.0002 -2.2968 1.9964 0.282
O 3.1128 -1.7038 1.9234 -0.767
H -0.0702 -3.1301 3.7734 0.622
H 0.5567 -4.4942 4.1063 0.477
H 0.0672 -4.2977 2.5172 0.125
H 3.3940 -2.4925 4.1565 0.336
H 3.5377 -4.0834 3.9200 0.305
H 2.2026 -3.5974 5.0619 0.354
H 1.1955 -2.1979 1.3004 0.141
C -0.5730 0.0865 -5.0409 -1.043
N 0.1680 -1.1588 -4.7829 0.376
C -0.0715 -1.8855 -3.5239 -0.877
C 1.3313 -1.3766 -5.4354 0.029
O 2.0658 -2.3801 -5.1639 -0.611
H -0.8870 0.0323 -5.9438 0.590
H 0.1605 0.9860 -5.0031 0.338
H -1.3382 0.2653 -4.3239 0.097
H -0.4109 -2.8133 -3.7269 0.680
H -0.4585 -1.3432 -2.6274 -0.210
H 0.9980 -2.0954 -3.1088 0.241
H 1.5593 -0.5978 -6.2972 0.270
C -0.2357 -6.0519 -2.6020 -0.742
N -0.3136 -6.0143 -1.1204 0.229
C -1.0395 -4.9326 -0.4936 -0.327
C 0.1615 -7.0529 -0.4611 0.116
O -0.2479 -7.1772 0.8231 -0.684
H -1.2257 -6.5293 -2.8829 0.343
H 0.5076 -6.7833 -2.9785 0.310
H -0.0592 -5.1233 -3.0691 0.124
H -1.7581 -4.4416 -1.2486 -0.376
H -0.2869 -4.0442 -0.3150 -0.066
H -1.4438 -5.2818 0.3227 0.716
H 0.5904 -7.9001 -1.0316 0.297
C -3.9874 -1.7757 -4.4925 -1.098
N -3.5635 -1.6048 -3.1304 0.547
C -3.6239 -0.2770 -2.5408 -1.433
C -3.4828 -2.6365 -2.2052 -0.399
O -3.2858 -2.3086 -0.9456 -0.469
H -4.7056 -0.9360 -4.7258 0.364
H -4.7843 -2.6543 -4.4415 0.355
H -3.2684 -2.0347 -5.1730 0.335
H -3.5779 0.4917 -3.3143 0.619
H -2.5994 -0.1401 -1.8717 -0.074
H -4.4586 -0.3273 -1.8409 0.697
H -3.5297 -3.6894 -2.5083 0.559
C -2.0186 4.9077 0.2501 -0.846
N -2.2366 4.1958 -0.9771 0.225
C -3.6328 3.7039 -1.3355 -0.567
C -1.1891 3.9849 -1.8749 -0.390
O -1.3462 3.2052 -2.8491 -0.663
H -0.9642 4.8492 0.3416 0.098
H -2.6791 4.3066 0.9700 0.319
H -2.3214 5.8167 0.0322 0.445
H -3.6173 2.9126 -1.7989 0.013
H -4.1810 4.4107 -2.1036 0.341
H -4.4278 4.0226 -0.3743 0.232
H -0.2607 4.3015 -1.8046 0.827

[2]
129
Properties=species:S:1:pos:R:3:mulliken_charge:R:1 method="wB97M-V/def2-TZVPD" e_homo_ha=-0.357 gap_ev=6.963 total_charge=+1 energy_ev=-87524.814
C 3.9882 1.4893 2.0157 -1.577
C 3.2447 2.6370 1.4334 0.512
C 2.5486 3.5247 2.1838 -0.804
C 1.8841 4.5210 1.5695 -0.942
C 1.9024 4.6756 0.2331 -0.647
C 2.6216 3.8079 -0.5168 1.219
C 2.7225 3.9495 -2.0147 -1.977
C 2.1154 2.8072 -2.6971 0.794
N 0.8393 2.6866 -3.0253 0.431
C -0.1423 3.7530 -2.6980 0.079
C -1.5278 3.4173 -3.1596 -0.692
C -2.5880 4.4046 -2.7041 -1.337
C -2.6271 4.7295 -1.2002 -0.290
C -3.9267 4.1821 -0.5837 -0.802
C -3.9360 4.2309 0.9373 -0.830
C -4.9383 3.2572 1.5897 -0.955
C -5.0173 1.8482 1.0103 -1.320
C -3.8042 0.9518 1.2619 -0.841
C -2.7268 0.8819 0.1866 0.238
C -1.9273 -0.4129 0.3999 -1.056
C -2.0759 -1.4276 -0.7453 -0.902
N -2.9740 -2.5367 -0.4808 0.320
C -4.1583 -2.7058 -1.0981 -0.332
C -4.7025 -3.8303 -0.6463 -0.837
C -3.8303 -4.3817 0.2656 -0.392
C -2.7724 -3.5714 0.3672 -0.660
C 0.6414 1.4907 -3.6282 -0.227
C 1.7916 0.8394 -3.6923 -1.528
N 2.6842 1.7018 -3.0933 0.433
C 4.0603 1.2375 -2.9689 -1.828
C 3.2714 2.7966 0.0970 -0.089
H 5.0414 1.5996 1.8019 0.337
H 3.7949 1.3759 3.0585 0.400
H 3.6701 0.5959 1.4973 0.347
H 2.5321 3.4239 3.2497 0.480
H 1.3364 5.2083 2.1811 0.441
H 1.3537 5.4746 -0.2230 0.541
H 2.1887 4.8454 -2.2895 0.480
H 3.7671 4.0563 -2.2576 0.580
H 0.2281 4.6468 -3.1767 0.198
H -0.0525 3.8948 -1.6324 -0.021
H -1.4986 3.4649 -4.2426 0.464
H -1.8228 2.4048 -2.9342 0.221
H -3.5517 3.9827 -2.9495 0.584
H -2.5291 5.3214 -3.2668 0.491
H -2.6837 5.8003 -1.0904 0.335
H -1.8036 4.3270 -0.6354 0.114
H -4.7238 4.7925 -0.9778 0.467
H -4.0630 3.1822 -0.9653 0.278
H -4.2311 5.2319 1.2214 0.496
H -2.9511 4.0748 1.3620 0.323
H -5.9182 3.7031 1.6459 0.445
H -4.6355 3.1284 2.6214 0.330
H -5.2787 1.8704 -0.0361 0.463
H -5.8392 1.3587 1.5117 0.461
H -3.2991 1.2186 2.1790 0.337
H -4.1977 -0.0504 1.3286 0.612
H -2.0742 1.7426 0.2563 -0.053
H -3.1445 0.8827 -0.8107 0.292
H -2.2298 -0.8599 1.3337 0.656
H -0.8695 -0.1824 0.4813 0.488
H -1.0933 -1.8176 -0.9695 0.352
H -2.4948 -0.9233 -1.6011 0.342
H -4.5391 -2.0251 -1.8221 0.382
H -5.6478 -4.2214 -0.9303 0.474
H -3.9657 -5.2895 0.8071 0.502
H -1.8921 -3.6557 0.9609 0.539
H -0.2997 1.1472 -3.9825 0.780
H 2.0033 -0.1254 -4.0806 0.606
H 4.7331 2.0552 -2.7897 0.445
H 4.1782 0.4799 -2.2138 0.571
H 4.3292 0.8046 -3.9145 0.668
H 3.8225 2.1014 -0.5039 0.489
C 3.5455 2.3185 -6.1433 -0.720
N 3.5999 3.2573 -7.2970 1.001
O 2.5904 3.8681 -7.5685 -0.541
O 4.6563 3.3420 -7.8813 -0.547
H 2.5527 2.3355 -5.7128 0.299
H 3.7851 1.3315 -6.5294 0.289
H 4.2841 2.6471 -5.4187 0.284
C 1.1819 -5.6130 1.9910 -0.855
N -0.2357 -5.8447 2.3685 0.781
O -0.7145 -6.9193 2.0776 -0.482
O -0.7847 -4.9278 2.9534 -0.339
H 1.5504 -6.4983 1.4879 0.334
H 1.2066 -4.7488 1.3343 0.265
H 1.7306 -5.4227 2.9086 0.329
C -1.1702 -7.5599 5.3177 0.010
N -0.4185 -6.7093 6.2646 0.998
O -0.9215 -6.4654 7.3362 -0.552
O 0.6631 -6.2890 5.8858 -0.594
H -2.1126 -7.8361 5.7741 0.310
H -1.3265 -6.9569 4.4311 0.060
H -0.5789 -8.4317 5.0995 -0.187
C 8.1851 0.4541 -1.4717 -0.792
N 6.8009 -0.0877 -1.5681 0.871
O 6.0535 0.0798 -0.6252 -0.478
O 6.5000 -0.6679 -2.5913 -0.505
H 8.2967 0.9378 -0.5095 0.317
H 8.8686 -0.3829 -1.5723 0.303
H 8.3155 1.1604 -2.2856 0.307
C 4.9633 5.5733 -9.6980 -0.746
N 5.0180 6.5211 -10.8468 0.890
O 4.0092 7.1351 -11.1194 -0.523
O 6.0754 6.6101 -11.4308 -0.531
H 3.9665 5.5985 -9.2785 0.322
H 5.2008 4.5868 -10.0761 0.293
H 5.7026 5.8996 -8.9738 0.289
C -2.7235 -3.5069 5.7320 -0.239
N -4.0599 -3.8928 5.2088 1.024
O -4.5482 -4.9160 5.6314 -0.588
O -4.5645 -3.1580 4.3863 -0.542
H -2.4008 -4.2538 6.4489 0.178
H -2.0524 -3.4677 4.8819 0.182
H -2.8222 -2.5388 6.2052 0.001
C -4.6435 0.7973 7.2140 -0.693
N -4.3429 -0.6610 7.2575 0.866
O -3.3479 -1.0147 7.8612 -0.548
O -5.1169 -1.3906 6.6836 -0.463
H -3.8735 1.3230 7.7650 0.302
H -4.6551 1.0944 6.1698 0.227
H -5.6182 0.9417 7.6682 0.289
C 1.5261 -11.4782 3.8048 -0.769
N 0.4730 -10.6024 4.3874 0.808
O -0.2725 -10.0233 3.6228 -0.500
O 0.4299 -10.5264 5.5956 -0.503
H 1.4395 -11.4457 2.7261 0.319
H 2.4862 -11.0950 4.1350 0.300
H 1.3584 -12.4816 4.1822 0.291